No. 1
{
  "formula": "C38H37AgN5O3Te",
  "method": "the ωB97M-V functional and the def2-TZVPD basis",
  "elements": ["Ag", "O", "C", "N", "C", "C", "C", "C", "C", "C", "N", "C", "O", "C", "C", "C", "C", "C", "N", "C", "C", "C", "C", "C", "N", "H", "H", "H", "H", "H", "H", "H", "H", "H", "H", "H", "H", "C", "C", "O", "N", "Te", "C", "C", "C", "C", "C", "C", "C", "C", "C", "C", "C", "C", "C", "C", "C", "C", "C", "C", "H", "H", "H", "H", "H", "H", "H", "H", "H", "H", "H", "H", "H", "H", "H", "H", "H", "H", "H", "H", "H", "H", "H", "H", "H"],
  "coordinates": [[2.345, 0.640, 1.225], [3.504, 4.747, 2.782], [2.986, 3.714, 2.321], [3.443, 2.476, 2.281], [4.730, 2.126, 2.609], [5.805, 3.014, 2.710], [7.078, 2.568, 3.015], [7.311, 1.216, 3.208], [6.264, 0.317, 3.123], [4.971, 0.743, 2.830], [3.911, -0.122, 2.657], [3.830, -1.266, 3.310], [4.527, -1.699, 4.246], [2.690, -2.128, 2.835], [2.306, -3.211, 3.629], [1.301, -4.056, 3.207], [0.743, -3.824, 1.957], [1.210, -2.751, 1.213], [2.134, -1.902, 1.642], [1.611, 3.831, 1.707], [1.304, 5.039, 1.079], [0.065, 5.219, 0.507], [-0.852, 4.183, 0.612], [-0.471, 3.029, 1.275], [0.734, 2.831, 1.796], [5.627, 4.065, 2.541], [7.894, 3.280, 3.101], [8.314, 0.859, 3.415], [6.432, -0.738, 3.277], [2.825, -3.353, 4.564], [0.966, -4.885, 3.822], [-0.047, -4.457, 1.571], [0.814, -2.558, 0.217], [2.063, 5.805, 1.072], [-0.186, 6.146, 0.001], [-1.846, 4.274, 0.193], [-1.189, 2.232, 1.402], [0.834, 2.390, -2.218], [1.563, 1.761, -1.028], [2.705, 2.193, -0.733], [0.991, 0.805, -0.358], [-0.368, -0.614, -1.490], [-1.695, -2.071, -2.827], [-1.565, -2.124, -4.218], [-0.845, -1.046, -4.983], [-2.116, -3.158, -4.969], [-2.794, -4.201, -4.366], [-3.356, -5.353, -5.152], [-2.923, -4.167, -2.986], [-2.388, -3.133, -2.233], [-2.533, -3.194, -0.740], [-2.111, 0.180, -0.522], [-3.130, 0.785, -1.255], [-3.074, 0.922, -2.745], [-4.248, 1.296, -0.604], [-4.373, 1.253, 0.771], [-5.589, 1.784, 1.476], [-3.328, 0.702, 1.497], [-2.210, 0.162, 0.875], [-1.132, -0.428, 1.725], [1.265, 3.370, -2.418], [-0.232, 2.470, -2.011], [0.982, 1.745, -3.084], [-0.274, -0.422, -4.300], [-1.568, -0.425, -5.514], [-0.162, -1.477, -5.717], [-2.005, -3.138, -6.049], [-3.248, -5.189, -6.222], [-4.413, -5.493, -4.925], [-2.837, -6.277, -4.896], [-3.445, -4.976, -2.484], [-3.439, -3.731, -0.454], [-2.566, -2.192, -0.324], [-1.676, -3.716, -0.307], [-2.051, 0.763, -3.084], [-3.416, 1.914, -3.042], [-3.709, 0.174, -3.221], [-5.039, 1.739, -1.199], [-6.328, 2.152, 0.766], [-5.320, 2.600, 2.148], [-6.051, 0.999, 2.075], [-3.389, 0.700, 2.579], [-1.336, -0.254, 2.782], [-0.160, 0.019, 1.477], [-1.049, -1.501, 1.557]],
  "lumo_energy_ha": [0.142, 0.141],
  "spin_multiplicity": 2,
  "gap_ev": [5.14, 5.10],
  "e_homo_ev": [-1.3, -1.3],
  "total_charge": -2
}


No. 2
{
  "formula": "H12O6",
  "method": "the ωB97M-V functional and the def2-TZVPD basis",
  "elements": ["O", "H", "H", "O", "H", "H", "O", "H", "H", "O", "H", "H", "O", "H", "H", "O", "H", "H"],
  "coordinates": [[-2.195, -0.748, 1.308], [-2.903, -1.339, 1.027], [-1.956, -1.045, 2.198], [-0.240, 0.507, 3.337], [0.078, 0.539, 2.423], [0.556, 0.381, 3.865], [0.287, 0.405, 0.360], [0.608, 0.617, -0.525], [-0.549, -0.067, 0.216], [0.854, 2.645, -3.531], [1.670, 2.194, -3.770], [0.279, 1.953, -3.150], [-0.416, 0.213, -2.751], [-1.231, -0.302, -2.711], [0.179, -0.312, -3.303], [2.046, -1.808, 1.671], [1.338, -1.250, 1.314], [1.598, -2.584, 2.023]],
  "e_above_lowest_kj_mol": 99.0,
  "lumo_energy_ha": -0.001,
  "gap_ev": 11.08,
  "e_homo_ev": -11.1,
  "smiles": "O.O.O.O.O.O"
}


No. 3
{
  "formula": "AlF6P",
  "method": "the ωB97M-V functional and the def2-TZVPD basis",
  "elements": ["Al", "P", "F", "F", "F", "F", "F", "F"],
  "coordinates": [[-1.426, 2.225, 4.866], [0.168, -0.321, -0.761], [-0.303, 0.527, -2.052], [0.798, 0.896, 0.071], [-1.112, 0.007, 0.145], [0.685, -1.155, 0.586], [-0.428, -1.755, -1.360], [1.619, -0.424, -1.496]],
  "e_above_lowest_kj_mol": 239.1,
  "lumo_energy_ha": -0.669,
  "gap_ev": 2.33,
  "e_homo_ev": -20.5,
  "total_charge": 2
}


No. 4
{
  "formula": "C2H12O3S",
  "method": "the ωB97M-V functional and the def2-TZVPD basis",
  "elements": ["C", "C", "S", "H", "H", "H", "H", "H", "H", "O", "H", "H", "O", "H", "H", "O", "H", "H"],
  "coordinates": [[-0.930, -2.614, -0.048], [-0.209, -1.361, 0.298], [1.222, -0.830, -0.895], [-1.359, -3.121, 0.738], [-0.161, -3.297, -0.610], [-1.734, -2.485, -0.697], [-0.866, -0.488, 0.173], [0.383, -1.239, 1.151], [1.082, -1.678, -1.911], [-2.063, 3.899, -1.640], [-1.888, 4.726, -1.020], [-1.177, 3.511, -1.966], [4.548, -0.858, 2.048], [3.928, -0.328, 1.538], [5.240, -1.048, 1.533], [-2.176, 2.584, 0.726], [-1.697, 1.760, 0.838], [-2.143, 2.867, -0.257]],
  "e_above_lowest_kj_mol": 169.8,
  "lumo_energy_ha": 0.014,
  "gap_ev": 9.67,
  "e_homo_ev": -9.3,
  "smiles": "CCS.O.O.O"
}


No. 5
{
  "formula": "C3H2NOS2",
  "method": "the ωB97M-V functional and the def2-TZVPD basis",
  "elements": ["C", "C", "C", "N", "O", "S", "S", "H", "H"],
  "coordinates": [[0.908, -0.511, -1.179], [2.043, -0.446, -0.583], [1.257, 2.227, 1.434], [-0.030, -1.165, -1.677], [0.831, 3.118, 2.195], [3.670, -0.384, -0.510], [0.813, 0.582, 1.484], [1.947, 2.405, 0.468], [-0.454, -0.632, -2.406]],
  "e_above_lowest_kj_mol": 360.4,
  "lumo_energy_ha": 0.102,
  "gap_ev": 6.77,
  "e_homo_ev": -4.0,
  "total_charge": -1
}


No. 6
{
  "formula": "C6H30O9",
  "method": "the ωB97M-V functional and the def2-TZVPD basis",
  "elements": ["O", "H", "H", "O", "H", "H", "O", "H", "H", "O", "H", "H", "O", "H", "H", "O", "H", "H", "O", "H", "H", "C", "C", "C", "O", "H", "H", "H", "H", "H", "H", "H", "H", "C", "C", "C", "O", "H", "H", "H", "H", "H", "H", "H", "H"],
  "coordinates": [[0.456, 2.467, -5.429], [0.433, 1.687, -4.874], [0.090, 2.177, -6.265], [-3.029, 2.514, -2.330], [-2.664, 1.857, -1.737], [-2.266, 2.968, -2.686], [-0.767, 1.288, 3.784], [-1.130, 1.991, 3.246], [-1.134, 0.486, 3.411], [-4.486, 0.984, 1.634], [-4.421, 0.068, 1.905], [-5.165, 1.354, 2.199], [-1.635, -1.234, 2.238], [-2.539, -1.151, 1.934], [-1.315, -2.036, 1.824], [-2.117, -2.003, -3.774], [-1.566, -2.011, -2.991], [-1.609, -1.511, -4.420], [-1.818, 3.536, 2.099], [-1.483, 4.209, 1.508], [-2.672, 3.301, 1.736], [3.421, -3.507, 0.979], [3.836, -1.967, 0.873], [3.311, -1.027, 2.002], [5.262, -1.889, 0.826], [3.709, -4.037, 0.071], [2.343, -3.536, 1.137], [3.877, -3.916, 1.881], [3.432, -1.645, -0.087], [3.426, -0.024, 1.594], [3.883, -1.181, 2.918], [2.266, -1.228, 2.235], [5.490, -2.110, -0.080], [-0.038, 1.537, -0.010], [-0.556, 0.590, -1.144], [0.159, -0.790, -1.057], [-1.966, 0.365, -0.999], [-0.231, 2.608, -0.065], [1.030, 1.403, 0.168], [-0.541, 1.319, 0.932], [-0.312, 1.065, -2.094], [1.212, -0.641, -0.818], [0.126, -1.338, -1.999], [-0.161, -1.405, -0.216], [-2.145, 0.413, -0.057]],
  "e_above_lowest_kj_mol": 111.0,
  "lumo_energy_ha": [-0.141, -0.373],
  "spin_multiplicity": 2,
  "gap_ev": [8.76, 2.46],
  "e_homo_ev": [-12.6, -12.6],
  "total_charge": 1
}